Entry 1:
DFT (ωB97M-V/def2-TZVPD) results for a single C24H23N3 molecule in a non-equilibrium geometry.

Cartesian coordinates (Å):
1 N 1.1437 3.1121 -0.7176
2 C 1.9353 4.1407 -0.8822
3 C 1.6992 -4.5200 0.4839
4 C 1.6086 -3.9420 -0.7972
5 C 1.9384 -3.6980 1.6227
6 C 1.7969 -2.5725 -0.9570
7 C 2.2500 -2.4058 1.4054
8 C -0.4011 -0.1531 1.2291
9 C -0.6241 0.7994 -1.0694
10 C 3.9640 0.0378 -0.0584
11 C 4.3738 1.3741 -0.2819
12 C -1.7235 -0.3967 1.2390
13 C -1.9597 0.3751 -1.0151
14 C 2.0122 1.9913 -0.4775
15 C 2.1589 -1.7835 0.1372
16 C 0.1863 0.3742 0.0264
17 C 2.5866 -0.3989 0.0841
18 C 1.6384 0.6764 -0.0197
19 C 3.3399 2.4097 -0.5978
20 C -2.5343 -0.3161 0.0396
21 N 3.2923 3.7954 -0.7445
22 N -3.9628 -1.9945 -0.7616
23 C 4.3970 4.7453 -0.6295
24 C -5.7923 0.1898 0.7327
25 C -4.8217 -0.8617 1.3069
26 C -4.9770 0.3319 -0.4384
27 C -3.9521 -0.7500 0.0120
28 H 1.4703 5.1580 -1.0579
29 H 1.6016 -5.5870 0.4945
30 H 1.4396 -4.5519 -1.7214
31 H 1.9399 -4.1609 2.6272
32 H 1.9050 -2.1646 -1.9372
33 H 2.6977 -1.9142 2.3659
34 H 0.2418 -0.2374 2.0848
35 H -0.1468 1.2751 -1.8880
36 H 4.7086 -0.6385 0.3031
37 H 5.3512 1.6467 -0.0389
38 H -2.1767 -0.6641 2.1377
39 H -2.5788 0.5355 -1.8955
40 H -2.9554 -2.1984 -1.0754
41 H -4.7196 -2.0339 -1.4547
42 H 4.8210 4.5279 0.3467
43 H 4.0259 5.7035 -0.6485
44 H 5.0948 4.4741 -1.4501
45 H -5.7835 1.1663 1.3049
46 H -6.8743 -0.0285 0.5558
47 H -4.3098 -0.3865 2.1496
48 H -5.1976 -1.8351 1.6367
49 H -4.6001 1.3555 -0.4084
50 H -5.5277 -0.0017 -1.3023

Force components x, y, z for each atom (eV/Å):
N 0.99 -0.66 0.29
C -0.27 -0.90 0.52
C -0.40 1.08 -0.73
C 0.03 -0.49 0.15
C -0.43 -3.14 -0.98
C 0.81 0.22 0.78
C 1.04 1.99 1.86
C 1.70 1.29 -2.34
C 0.12 -2.38 2.86
C -0.99 1.41 0.75
C -3.52 0.41 -0.35
C -1.79 -0.45 -2.20
C -0.18 -0.10 -1.23
C -0.58 0.51 0.17
C 0.43 -1.52 1.66
C -0.74 0.95 0.16
C 0.28 4.60 -1.69
C 0.30 -0.91 -1.55
C 0.95 -2.02 1.63
C 2.09 1.59 2.65
N -1.11 0.43 -0.72
N 1.48 -0.34 -0.43
C 0.69 -3.78 -0.36
C -2.69 0.78 3.24
C 0.40 0.68 1.17
C 1.46 0.44 -2.15
C -0.94 -0.65 -0.40
H 1.35 -1.19 0.20
H -0.16 -0.38 0.60
H 0.16 0.44 1.15
H 0.21 0.42 -0.71
H -0.40 0.38 -0.55
H -1.11 -0.10 -2.14
H 0.01 -0.21 0.34
H -0.07 0.39 -0.64
H 0.58 -0.48 -0.30
H 1.55 0.35 -0.13
H -0.79 -0.71 1.33
H -0.02 0.12 0.04
H -2.67 0.20 -0.04
H 1.02 -0.12 0.12
H 0.57 0.35 0.01
H -0.67 2.19 -0.33
H -0.07 0.79 0.63
H -0.22 -1.23 -0.15
H 0.88 -0.28 0.29
H 0.00 -0.34 0.12
H 0.19 0.09 -0.45
H 0.33 -0.21 -1.22
H 0.22 0.50 -0.95

The lowest unoccupied orbital energy comes out at 0.67 eV. Its total energy is -29728.6773 eV. As for the total charge: 0. The calculation puts the maximum force at 4.9 eV/A. The HOMO energy is -7.7 eV. The structure (SMILES) is Cn1cnc2c(-c3ccc(C4(N)CCC4)cc3)c(-c3ccccc3)ccc21. The value obtained for the energy above the lowest of the compared OMol25 structures with the same formula, charge and spin is 0.604 eV.

=====

Entry 2:
DFT (ωB97M-V/def2-TZVPD) results for a molecular structure, C24H23N8O2S2Ti.

Cartesian coordinates (Å):
1 Ti -0.4992 -0.1784 -0.9296
2 C -0.9115 -4.5658 -0.3995
3 C -1.1833 -3.2841 -0.7780
4 N -0.5671 -2.2200 -0.1975
5 C 0.2880 -2.5158 0.8135
6 C 0.5965 -3.8580 1.1246
7 N 0.0185 -4.8742 0.5456
8 C 0.7327 -1.3632 1.5264
9 C 1.3411 -1.3175 2.7589
10 C 1.4242 -0.1089 3.4661
11 C 0.7225 0.9885 2.9481
12 C 0.1147 0.9178 1.7136
13 N 0.2706 -0.2119 0.9183
14 C -0.9063 1.7781 1.2007
15 C -1.3294 3.0034 1.7752
16 N -2.3642 3.6681 1.3480
17 C -3.0268 3.1372 0.2831
18 C -2.6246 1.9925 -0.3335
19 N -1.5557 1.2910 0.1217
20 C 2.0922 -0.0221 4.7722
21 C 2.2178 -1.1164 5.6306
22 C 2.8590 -0.9612 6.8465
23 N 3.3786 0.1848 7.2808
24 C 3.2592 1.2276 6.4622
25 C 2.6435 1.1788 5.2242
26 H -1.4352 -5.3860 -0.8713
27 H -1.8991 -3.0645 -1.5564
28 H 1.3471 -4.0615 1.8809
29 H 1.7255 -2.2294 3.1959
30 H 0.5814 1.8724 3.5570
31 H -0.7738 3.4102 2.6135
32 H -3.8899 3.6760 -0.0829
33 H -3.1132 1.5912 -1.2119
34 H 1.8007 -2.0803 5.3731
35 H 2.9493 -1.8125 7.5133
36 H 3.6898 2.1615 6.8081
37 H 2.6215 2.0645 4.6042
38 N 0.4242 -1.2884 -2.6548
39 N -0.6163 -1.7949 -3.4670
40 C -1.8619 -1.1852 -3.3014
41 O -2.7641 -1.3586 -4.0924
42 O -1.9545 -0.4807 -2.1913
43 H 1.0207 -0.6439 -3.2217
44 H 1.0067 -2.0685 -2.3744
45 H -0.3616 -1.9290 -4.4359
46 C -1.8823 2.2773 -3.9388
47 C -0.4477 1.8226 -3.7908
48 S 0.3062 2.4484 -2.3057
49 C 0.1825 1.1425 -4.7748
50 C -0.6520 0.7740 -5.9886
51 S 1.8456 0.6205 -4.7927
52 H -2.1562 2.9549 -3.1299
53 H -2.5875 1.4417 -3.9165
54 H -2.0451 2.8121 -4.8793
55 H -0.9287 1.6720 -6.5490
56 H -1.5833 0.2694 -5.7152
57 H -0.0760 0.1297 -6.6503
58 C 1.1095 1.1254 -1.3686
59 H 1.9476 0.7164 -1.9360
60 H 1.4792 1.6301 -0.4705

Force components x, y, z for each atom (eV/Å):
Ti 0.43 -0.02 -0.28
C 0.00 -0.02 0.00
C 0.08 0.10 0.00
N 0.06 -0.06 -0.20
C 0.15 -0.10 0.26
C -0.04 0.18 -0.03
N -0.09 -0.05 -0.11
C -0.22 0.20 0.10
C 0.03 -0.06 -0.05
C 0.04 -0.02 0.09
C -0.03 0.15 -0.17
C 0.01 -0.36 0.10
N -0.08 0.10 0.08
C 0.04 0.26 0.34
C 0.18 -0.20 -0.09
N -0.11 0.03 -0.09
C -0.04 0.02 -0.02
C 0.12 -0.04 0.03
N -0.15 0.09 -0.12
C -0.03 0.00 -0.08
C 0.03 0.04 0.01
C -0.04 -0.08 -0.02
N 0.03 0.01 0.06
C 0.00 0.06 -0.05
C 0.01 -0.04 0.05
H 0.04 -0.05 0.04
H 0.00 -0.03 0.00
H -0.02 -0.06 0.02
H 0.01 -0.01 -0.01
H 0.02 0.00 0.02
H -0.04 0.04 0.01
H 0.00 0.05 0.05
H -0.01 0.02 0.02
H -0.02 -0.01 -0.01
H 0.02 0.01 0.02
H 0.01 -0.01 0.03
H -0.01 0.02 -0.02
N -0.11 0.24 -0.10
N 0.01 -0.12 -0.11
C -0.19 0.50 0.39
O 0.13 -0.09 -0.11
O -0.12 -0.34 0.03
H -0.01 -0.01 -0.14
H 0.05 -0.10 0.07
H 0.04 0.04 -0.08
C -0.12 0.07 -0.02
C 0.05 0.00 0.11
S -0.02 -0.06 0.01
C -0.03 -0.11 -0.03
C 0.04 0.00 -0.10
S -0.03 -0.08 0.20
H 0.02 0.02 0.00
H -0.01 -0.06 -0.01
H 0.02 -0.02 -0.01
H 0.00 0.03 -0.03
H 0.02 0.00 0.01
H -0.02 0.01 0.03
C -0.17 -0.15 -0.11
H 0.05 0.01 0.07
H 0.00 0.04 -0.06

The lowest unoccupied orbital energy (spin up / spin down) comes out at 1.35 / 1.35 eV. Its total energy is -86066.6559 eV. As for the total charge: -1. The calculation puts the maximum force at 0.7 eV/A. The HOMO energy (spin up / spin down) is -3.6 / -3.6 eV. The value obtained for the energy above the lowest of the compared OMol25 structures with the same formula, charge and spin is 0.267 eV.

=====

Entry 3:
DFT (ωB97M-V/def2-TZVPD) results for a single C24H23NO3 molecule.

Cartesian coordinates (Å):
1 C -6.4588 -1.6591 -1.2369
2 H -7.1009 -1.7820 -0.3600
3 O -5.3275 -0.8805 -0.9392
4 C -5.5069 0.3588 -0.4203
5 C -6.7260 1.0235 -0.3519
6 C -6.7940 2.3296 0.1041
7 C -5.6486 2.9980 0.4922
8 C -4.4320 2.3390 0.4587
9 C -4.3514 1.0239 0.0297
10 N -3.1137 0.3569 0.0264
11 C -2.9129 -0.8818 0.5716
12 O -3.7733 -1.5048 1.1546
13 C -1.5221 -1.3974 0.4090
14 C -1.0419 -2.2876 1.3657
15 C 0.2292 -2.8143 1.2586
16 C 1.0390 -2.4770 0.1801
17 C 0.5532 -1.6070 -0.7870
18 C -0.7137 -1.0655 -0.6735
19 H -1.0806 -0.4118 -1.4518
20 H 1.1773 -1.3564 -1.6321
21 C 2.4150 -3.0835 0.0456
22 O 3.3149 -2.3292 -0.7313
23 C 3.7959 -1.1527 -0.2254
24 C 4.7767 -0.5299 -1.0038
25 C 5.3226 0.6554 -0.5713
26 C 4.9128 1.2357 0.6284
27 C 3.9452 0.6251 1.3946
28 C 3.3818 -0.5710 0.9659
29 H 2.6130 -1.0301 1.5672
30 H 3.6150 1.0663 2.3238
31 C 5.6717 2.5049 0.8846
32 H 6.4600 2.3205 1.6203
33 H 5.0386 3.3055 1.2672
34 C 6.2736 2.8371 -0.4904
35 H 5.5873 3.4851 -1.0379
36 H 7.2317 3.3485 -0.4107
37 C 6.3894 1.4883 -1.2186
38 H 7.3671 1.0318 -1.0405
39 H 6.2553 1.5816 -2.2961
40 H 5.0819 -0.9970 -1.9273
41 H 2.3323 -4.0385 -0.4878
42 H 2.8382 -3.2859 1.0398
43 H 0.5975 -3.4967 2.0115
44 H -1.6854 -2.5527 2.1908
45 H -2.3016 0.9181 -0.1830
46 H -3.5304 2.8414 0.7793
47 H -5.6996 4.0210 0.8315
48 H -7.7517 2.8262 0.1432
49 H -7.6313 0.5310 -0.6697
50 H -7.0393 -1.2290 -2.0611
51 H -6.0727 -2.6318 -1.5371

Force components x, y, z for each atom (eV/Å):
C -0.20 -0.13 -0.08
H 0.02 0.02 -0.02
O 0.19 0.44 0.04
C 0.13 0.08 -0.03
C -0.01 -0.26 -0.07
C 0.05 0.09 0.04
C -0.08 0.11 -0.03
C -0.03 -0.20 -0.05
C -0.31 -0.12 0.05
N 0.14 0.26 -0.26
C 0.06 0.01 0.15
O 0.05 -0.02 0.13
C 0.20 -0.24 0.01
C -0.17 0.08 -0.03
C 0.09 0.03 -0.14
C 0.00 0.07 -0.10
C 0.16 -0.08 0.02
C -0.11 -0.02 0.11
H -0.05 0.05 -0.06
H 0.06 0.04 -0.06
C -0.07 -0.30 0.12
O 0.02 0.10 -0.13
C 0.25 0.18 -0.08
C -0.21 -0.18 0.09
C -0.16 0.01 0.14
C -0.03 0.00 -0.08
C 0.10 0.00 -0.09
C -0.16 -0.26 0.08
H -0.06 -0.05 0.03
H -0.05 0.04 0.10
C 0.04 0.10 0.09
H 0.02 0.07 0.04
H 0.04 0.02 0.06
C 0.07 0.05 0.02
H 0.01 0.02 -0.01
H -0.02 0.07 -0.04
C 0.10 0.03 -0.09
H 0.04 0.00 -0.05
H 0.06 -0.03 -0.03
H 0.04 -0.08 -0.13
H 0.04 0.13 0.15
H -0.05 0.03 -0.11
H 0.04 -0.05 0.11
H -0.07 -0.02 0.06
H -0.07 -0.16 0.02
H 0.09 0.01 0.07
H 0.00 0.08 0.03
H -0.08 0.04 0.00
H -0.05 -0.08 -0.04
H 0.02 -0.03 0.06
H -0.08 0.05 0.01

The lowest unoccupied orbital energy comes out at 0.65 eV. Its total energy is -32894.2090 eV. As for the total charge: 0. The calculation puts the maximum force at 0.5 eV/A. The HOMO energy is -8.2 eV. The structure (SMILES) is COc1ccccc1NC(=O)c1ccc(COc2ccc3c(c2)CCC3)cc1. The value obtained for the energy above the lowest of the compared OMol25 structures with the same formula, charge and spin is 1.263 eV.